Record 1
ORCA calculation (ωB97M-V/def2-TZVPD) on C9H27FNa2O12P3 as an isolated structure.

The calculation puts the HOMO energy (spin up / spin down) at -14.973 / -14.960 eV. The calculation puts the largest force on an atom at 4.99 eV/A. The LUMO energy (spin up / spin down) is -6.910 / -11.444 eV. For the electronic energy, the calculation gives -2710.1223 Ha.

Structure (ORCA input):
```
! wB97M-V def2-TZVPD RIJCOSX def2/J DEFGRID3
* xyz 2 2
Na 1.923 1.335 -3.351
Na 4.835 1.389 -1.513
F 2.415 0.960 -1.108
C 1.941 3.452 1.275
O 2.064 4.144 2.482
P 0.919 3.835 3.605
O 1.153 4.680 4.812
O -0.434 4.180 2.712
C -1.729 4.020 3.176
O 0.890 2.235 3.755
C 0.439 1.719 4.954
H 0.911 3.400 0.925
H 2.391 2.461 1.213
H 2.378 4.036 0.466
H -2.326 3.358 2.548
H -2.103 5.042 3.117
H -1.756 3.806 4.245
H 0.211 0.658 4.852
H -0.549 2.059 5.263
H 1.279 1.978 5.599
C -3.852 0.988 0.509
O -3.702 -0.043 1.388
P -2.351 -0.322 2.255
O -2.275 0.527 3.463
O -2.424 -1.965 2.493
C -2.583 -2.883 1.352
O -1.152 -0.050 1.172
C -0.007 -0.996 1.025
H -4.919 1.213 0.490
H -3.519 0.786 -0.509
H -3.297 1.852 0.873
H -1.766 -3.565 1.117
H -2.629 -2.350 0.403
H -3.542 -3.375 1.512
H 0.714 -0.766 1.809
H 0.330 -0.815 0.004
H -0.097 -2.079 1.102
C -1.505 -3.618 -3.847
O -0.238 -3.552 -3.245
P 0.864 -2.460 -3.837
O 0.513 -1.048 -3.746
O 1.210 -3.023 -5.386
C 2.510 -2.686 -6.027
O 2.187 -2.929 -2.863
C 3.190 -1.903 -2.632
H -1.490 -2.896 -4.664
H -2.206 -3.443 -3.031
H -1.736 -4.632 -4.173
H 2.422 -1.900 -6.777
H 2.975 -3.579 -6.445
H 3.062 -2.253 -5.193
H 4.164 -2.320 -2.890
H 3.148 -1.707 -1.560
H 3.147 -0.956 -3.169
*
```

Record 2
ORCA calculation (ωB97M-V/def2-TZVPD) on a 4-piece molecular cluster, C6H22N2O3 overall.

Its structure (SMILES) is CNC[C@@H](N)C(C)C.O.O.O. The calculation puts the HOMO energy at -8.361 eV. The calculation puts the largest force on an atom at 4.79 eV/A. The LUMO energy is 0.403 eV. For the electronic energy, the calculation gives -576.9128 Ha.

Structure (ORCA input):
```
! wB97M-V def2-TZVPD RIJCOSX def2/J DEFGRID3
* xyz 0 1
N -1.847 -0.971 0.495
C -0.820 -0.188 -0.027
C -1.425 1.393 0.064
C -2.350 1.599 -1.109
C -0.268 2.486 0.113
C 0.457 -0.339 0.903
N 1.718 -0.383 0.251
C 2.860 0.025 1.098
H -1.798 -1.235 1.417
H -2.758 -0.893 0.298
H -0.512 -0.516 -1.062
H -2.227 1.533 0.952
H -2.992 2.487 -1.011
H -3.054 0.752 -0.996
H -1.751 1.510 -2.074
H 0.469 2.339 -0.730
H 0.519 2.440 0.998
H -0.624 3.551 0.173
H 0.355 0.395 1.739
H 0.408 -1.341 1.374
H 1.660 0.167 -0.628
H 2.907 -0.796 1.774
H 2.591 0.872 1.726
H 3.828 0.269 0.415
H -1.632 -2.171 3.872
H -0.620 -2.867 3.067
O -0.954 -1.962 3.111
H 1.899 -1.747 -2.390
H 1.619 -3.339 -2.389
O 2.302 -2.636 -2.495
H 0.220 -0.308 -2.267
H 0.795 -0.007 -3.769
O 1.025 -0.120 -2.891
*
```

Record 3
ORCA calculation (ωB97M-V/def2-TZVPD) on C22H15GaN3O2S as an isolated structure.

The calculation puts the HOMO energy at -10.619 eV. The calculation puts the largest force on an atom at 0.50 eV/A. The LUMO energy is -4.219 eV. For the electronic energy, the calculation gives -3484.9702 Ha.

Structure (ORCA input):
```
! wB97M-V def2-TZVPD RIJCOSX def2/J DEFGRID3
* xyz 1 1
Ga -0.074 -0.130 0.012
C 3.586 -0.593 -2.538
C 4.390 0.297 -1.848
C 4.030 0.682 -0.565
C 2.875 0.152 -0.024
N 2.073 -0.686 -0.704
C 2.421 -1.041 -1.940
C 2.434 0.365 1.380
C 3.256 0.672 2.447
C 2.741 0.544 3.731
C 1.470 0.020 3.925
C 0.701 -0.261 2.810
N 1.161 0.021 1.590
C -0.559 -1.044 2.786
C -1.358 -1.283 3.887
C -2.470 -2.095 3.724
C -2.743 -2.630 2.477
C -1.910 -2.313 1.420
N -0.829 -1.551 1.576
H 3.839 -0.922 -3.535
H 5.288 0.692 -2.302
H 4.631 1.385 -0.006
H 1.738 -1.695 -2.465
H 4.288 0.948 2.286
H 3.364 0.770 4.585
H 1.108 -0.210 4.916
H -1.134 -0.832 4.844
H -3.122 -2.297 4.563
H -3.607 -3.256 2.308
H -2.124 -2.659 0.418
O -4.036 -0.038 -0.449
C -2.924 0.303 -0.770
O -1.901 0.126 0.055
C -2.642 0.980 -2.074
C -3.743 1.153 -2.915
C -3.624 1.754 -4.151
C -2.375 2.191 -4.571
C -1.271 2.020 -3.757
C -1.384 1.418 -2.500
S 0.186 1.338 -1.660
H -4.699 0.801 -2.554
H -4.492 1.881 -4.783
H -2.256 2.662 -5.537
H -0.299 2.359 -4.091
*
```

Record 4
ORCA calculation (ωB97M-V/def2-TZVPD) on C22H41Cl3N3O4SiTi as an isolated structure.

The calculation puts the HOMO energy (spin up / spin down) at -5.888 / -8.309 eV. The calculation puts the largest force on an atom at 2.76 eV/A. The LUMO energy (spin up / spin down) is 0.264 / 0.259 eV. For the electronic energy, the calculation gives -3847.9409 Ha.

Structure (ORCA input):
```
! wB97M-V def2-TZVPD RIJCOSX def2/J DEFGRID3
* xyz 0 2
C -0.097 3.632 1.305
C -0.779 2.650 2.195
H -0.700 4.533 1.183
H 0.097 3.200 0.313
H 0.879 3.923 1.729
C -1.939 2.853 2.849
C -2.747 4.099 2.786
H -2.310 2.104 3.550
H -2.493 4.746 1.938
H -2.626 4.681 3.711
H -3.815 3.857 2.714
Ti 0.400 -0.641 -0.112
Cl 2.494 -0.609 0.842
Cl 0.541 0.542 -2.000
H 2.397 -5.245 -2.664
H 4.554 -4.089 -2.783
C 1.857 -4.331 -2.934
C 4.035 -3.171 -3.082
N 2.675 -3.182 -2.565
H 0.889 -4.309 -2.441
C 2.216 -2.193 -1.816
O 1.071 -2.225 -1.276
H 4.566 -2.301 -2.681
H 2.887 -1.337 -1.652
H 1.724 -4.345 -4.022
H 4.024 -3.117 -4.182
H -2.484 2.266 0.036
H -4.284 1.026 1.761
C -2.785 1.473 -0.660
C -4.432 0.422 0.851
N -3.180 0.299 0.110
H -1.952 1.239 -1.328
C -2.605 -0.904 -0.015
O -1.551 -1.110 -0.684
H -4.788 -0.575 1.140
H -3.102 -1.738 0.518
H -3.654 1.823 -1.228
H -5.188 0.918 0.220
O -0.089 0.772 0.978
C -0.043 1.322 2.284
C -1.787 -0.263 3.189
C -0.562 0.358 3.349
H -2.320 -0.103 2.239
C -2.355 -0.981 4.242
H 1.011 1.518 2.526
C 0.153 0.200 4.542
H -3.329 -1.445 4.105
C -1.680 -1.098 5.459
C -0.419 -0.512 5.599
H 1.125 0.684 4.635
H -2.122 -1.654 6.285
H 0.126 -0.603 6.535
Si 2.063 2.435 -4.152
Cl 1.203 3.435 -2.468
C 0.774 1.509 -5.152
C 3.431 1.317 -3.544
C 2.828 3.751 -5.280
H -0.019 1.068 -4.539
H 1.245 0.703 -5.732
H 0.319 2.191 -5.881
H 2.031 4.315 -5.784
H 3.463 3.286 -6.051
H 3.443 4.445 -4.688
H 3.117 0.628 -2.757
H 4.264 1.920 -3.160
H 3.826 0.725 -4.382
C 0.583 -4.368 0.942
C -0.070 -3.279 1.741
N -0.598 -3.630 2.921
O -0.170 -2.084 1.347
H 0.481 -5.337 1.453
H 1.649 -4.146 0.817
H 0.112 -4.444 -0.044
H -1.010 -2.931 3.527
H -0.467 -4.572 3.276
*
```

Record 5
ORCA calculation (ωB97M-V/def2-TZVPD) on a 7-piece molecular cluster, C37H31Cl3F6 overall.

Its structure (SMILES) is ClC(Cl)Cl.Fc1ccccc1.Fc1ccccc1.Fc1ccccc1.Fc1ccccc1.Fc1ccccc1.Fc1ccccc1. The calculation puts the HOMO energy at -8.944 eV. The calculation puts the largest force on an atom at 2.41 eV/A. The LUMO energy is 0.391 eV. For the electronic energy, the calculation gives -3408.2224 Ha.

Structure (ORCA input):
```
! wB97M-V def2-TZVPD RIJCOSX def2/J DEFGRID3
* xyz 0 1
F 6.481 0.939 -3.254
C 5.327 0.525 -2.735
C 4.112 0.814 -3.296
C 2.954 0.410 -2.586
C 3.090 -0.195 -1.386
C 4.339 -0.412 -0.824
C 5.481 -0.090 -1.507
H 4.090 1.389 -4.225
H 1.991 0.802 -2.866
H 2.268 -0.382 -0.745
H 4.343 -0.870 0.181
H 6.461 -0.263 -1.107
F 2.057 -1.076 2.827
C 2.462 -1.339 4.093
C 3.536 -0.689 4.635
C 3.858 -0.965 5.938
C 3.108 -1.849 6.657
C 1.908 -2.353 6.194
C 1.573 -2.114 4.848
H 4.094 0.054 4.050
H 4.644 -0.435 6.405
H 3.343 -2.062 7.674
H 1.225 -2.920 6.845
H 0.690 -2.562 4.422
F -1.073 2.499 -0.543
C -1.482 1.459 -1.317
C -2.515 1.696 -2.171
C -3.004 0.679 -2.990
C -2.383 -0.568 -2.901
C -1.345 -0.790 -2.013
C -0.915 0.232 -1.155
H -2.902 2.712 -2.251
H -3.716 0.839 -3.798
H -2.672 -1.405 -3.588
H -0.934 -1.771 -1.981
H -0.121 0.220 -0.410
F -5.113 3.123 0.854
C -5.005 1.866 0.364
C -5.745 1.591 -0.745
C -5.748 0.285 -1.307
C -4.921 -0.595 -0.636
C -4.213 -0.261 0.526
C -4.194 1.005 1.017
H -6.267 2.462 -1.136
H -6.296 -0.060 -2.167
H -4.906 -1.621 -1.032
H -3.820 -1.135 1.048
H -3.755 1.322 1.962
F -4.803 -4.337 -2.453
C -3.505 -4.702 -2.523
C -2.874 -4.970 -3.732
C -1.485 -5.181 -3.766
C -0.850 -5.268 -2.577
C -1.455 -5.035 -1.330
C -2.827 -4.720 -1.292
H -3.519 -4.866 -4.624
H -0.867 -5.409 -4.651
H 0.229 -5.395 -2.620
H -0.818 -4.967 -0.482
H -3.362 -4.493 -0.401
F 0.812 6.164 -1.239
C 1.582 5.290 -0.567
C 1.537 5.302 0.835
C 2.326 4.401 1.561
C 3.020 3.476 0.851
C 3.065 3.422 -0.536
C 2.270 4.281 -1.261
H 0.855 5.996 1.327
H 2.360 4.327 2.682
H 3.658 2.828 1.434
H 3.667 2.689 -1.006
H 2.089 4.142 -2.322
C -0.243 1.771 2.873
Cl -0.886 0.155 2.717
Cl 0.810 1.958 4.278
Cl -1.496 3.002 2.978
H 0.314 1.998 1.975
*
```

Record 6
ORCA calculation (ωB97M-V/def2-TZVPD) on a 3-piece molecular cluster, C15H21BO2 overall.

Its structure (SMILES) is BOC[C@H](C)O.c1ccccc1.c1ccccc1. The calculation puts the HOMO energy at -9.281 eV. The calculation puts the largest force on an atom at 0.23 eV/A. The LUMO energy is 0.735 eV. For the electronic energy, the calculation gives -759.4966 Ha.

Structure (ORCA input):
```
! wB97M-V def2-TZVPD RIJCOSX def2/J DEFGRID3
* xyz 0 1
B -0.318 -0.812 -1.025
O 0.439 -0.455 -2.076
C 0.162 -0.871 -3.407
C 1.009 -2.070 -3.801
C 0.692 -3.327 -2.996
O 2.378 -1.698 -3.705
H 0.050 -0.492 0.061
H -1.348 -1.409 -1.199
H -0.899 -1.132 -3.491
H 0.380 -0.033 -4.068
H 0.794 -2.250 -4.863
H 0.855 -4.226 -3.591
H -0.340 -3.335 -2.646
H 1.327 -3.388 -2.108
H 2.865 -2.384 -3.235
C -0.103 2.880 -0.877
C -1.468 3.007 -0.656
C -1.978 4.170 -0.096
C -1.122 5.209 0.244
C 0.243 5.083 0.024
C 0.752 3.919 -0.536
H 0.296 1.974 -1.313
H -2.137 2.197 -0.922
H -3.043 4.267 0.076
H -1.519 6.116 0.680
H 0.910 5.893 0.289
H 1.816 3.819 -0.705
C -1.322 -2.287 3.736
C -0.360 -2.867 4.552
C 0.904 -2.301 4.645
C 1.206 -1.154 3.922
C 0.245 -0.575 3.105
C -1.019 -1.142 3.012
H -2.308 -2.728 3.665
H -0.595 -3.760 5.117
H 1.654 -2.752 5.281
H 2.191 -0.712 3.994
H 0.480 0.317 2.538
H -1.767 -0.691 2.373
*
```

Please write out number 4 again, unchanged.
ORCA calculation (ωB97M-V/def2-TZVPD) on C22H41Cl3N3O4SiTi as an isolated structure.

The calculation puts the HOMO energy (spin up / spin down) at -5.888 / -8.309 eV. The calculation puts the largest force on an atom at 2.76 eV/A. The LUMO energy (spin up / spin down) is 0.264 / 0.259 eV. For the electronic energy, the calculation gives -3847.9409 Ha.

Structure (ORCA input):
```
! wB97M-V def2-TZVPD RIJCOSX def2/J DEFGRID3
* xyz 0 2
C -0.097 3.632 1.305
C -0.779 2.650 2.195
H -0.700 4.533 1.183
H 0.097 3.200 0.313
H 0.879 3.923 1.729
C -1.939 2.853 2.849
C -2.747 4.099 2.786
H -2.310 2.104 3.550
H -2.493 4.746 1.938
H -2.626 4.681 3.711
H -3.815 3.857 2.714
Ti 0.400 -0.641 -0.112
Cl 2.494 -0.609 0.842
Cl 0.541 0.542 -2.000
H 2.397 -5.245 -2.664
H 4.554 -4.089 -2.783
C 1.857 -4.331 -2.934
C 4.035 -3.171 -3.082
N 2.675 -3.182 -2.565
H 0.889 -4.309 -2.441
C 2.216 -2.193 -1.816
O 1.071 -2.225 -1.276
H 4.566 -2.301 -2.681
H 2.887 -1.337 -1.652
H 1.724 -4.345 -4.022
H 4.024 -3.117 -4.182
H -2.484 2.266 0.036
H -4.284 1.026 1.761
C -2.785 1.473 -0.660
C -4.432 0.422 0.851
N -3.180 0.299 0.110
H -1.952 1.239 -1.328
C -2.605 -0.904 -0.015
O -1.551 -1.110 -0.684
H -4.788 -0.575 1.140
H -3.102 -1.738 0.518
H -3.654 1.823 -1.228
H -5.188 0.918 0.220
O -0.089 0.772 0.978
C -0.043 1.322 2.284
C -1.787 -0.263 3.189
C -0.562 0.358 3.349
H -2.320 -0.103 2.239
C -2.355 -0.981 4.242
H 1.011 1.518 2.526
C 0.153 0.200 4.542
H -3.329 -1.445 4.105
C -1.680 -1.098 5.459
C -0.419 -0.512 5.599
H 1.125 0.684 4.635
H -2.122 -1.654 6.285
H 0.126 -0.603 6.535
Si 2.063 2.435 -4.152
Cl 1.203 3.435 -2.468
C 0.774 1.509 -5.152
C 3.431 1.317 -3.544
C 2.828 3.751 -5.280
H -0.019 1.068 -4.539
H 1.245 0.703 -5.732
H 0.319 2.191 -5.881
H 2.031 4.315 -5.784
H 3.463 3.286 -6.051
H 3.443 4.445 -4.688
H 3.117 0.628 -2.757
H 4.264 1.920 -3.160
H 3.826 0.725 -4.382
C 0.583 -4.368 0.942
C -0.070 -3.279 1.741
N -0.598 -3.630 2.921
O -0.170 -2.084 1.347
H 0.481 -5.337 1.453
H 1.649 -4.146 0.817
H 0.112 -4.444 -0.044
H -1.010 -2.931 3.527
H -0.467 -4.572 3.276
*
```

The highest electronic energy belongs to which entry? C6H22N2O3

Number 4 is which compound? C22H41Cl3N3O4SiTi